No. 1
Formula: CH21CdO13
Source: the Open Molecules 2025 dataset
Level of theory: ωB97M-V/def2-TZVPD

Geometry as XYZ:
```
36
Properties=species:S:1:pos:R:3:forces:R:3:nbo_charge:R:1
Cd 1.5444 2.2810 0.4242 -1.270 -1.419 -1.032 1.76
C -0.4166 0.4540 0.4982 -1.751 -2.071 0.455 1.00
O -0.3456 1.2280 -0.4198 0.023 2.093 -1.872 -0.79
O -1.4726 -0.3540 0.6002 0.583 1.047 0.866 -0.70
O 0.5264 0.3690 1.3282 2.056 0.621 1.548 -0.89
H -1.4446 -0.8550 1.4482 0.498 -0.520 -0.142 0.54
O -1.4016 2.2850 -2.5817 -0.319 -0.282 -0.331 -1.01
H -2.0916 1.6660 -2.8827 -0.051 0.626 -0.308 0.50
H -1.0316 1.7030 -1.9138 0.303 -0.035 0.392 0.48
O -0.8106 -2.0610 2.4692 2.048 -0.983 1.241 -0.97
H 0.0334 -2.6250 2.5563 -1.879 1.114 -0.593 0.51
H -0.7616 -1.6110 3.3312 -0.316 -0.026 -0.037 0.50
O 0.3194 -0.9480 -2.9498 -0.012 -1.111 1.924 -0.95
H 0.4074 -0.3760 -3.6658 0.431 1.348 -2.191 0.46
H -0.4646 -0.5900 -2.5177 -0.150 0.077 0.140 0.47
O 0.5644 0.3220 4.0292 -0.693 -1.721 -1.551 -0.96
H 0.4544 0.3130 3.0433 0.098 -0.217 1.111 0.48
H 0.8684 1.1810 4.1992 0.573 1.866 0.841 0.46
O -2.2736 -0.5900 -1.8448 -0.109 0.796 -1.471 -0.97
H -2.2606 -0.4740 -0.9078 -0.302 0.110 0.739 0.48
H -1.8196 -1.4180 -1.9627 -0.323 -1.157 -0.111 0.49
O 0.3904 3.9170 -0.6348 2.119 1.246 1.851 -1.03
H 0.4474 4.8070 -0.2488 -0.175 -0.126 -0.354 0.52
H -0.3796 3.9000 -1.1647 -2.001 -0.619 -1.224 0.55
O 0.7574 -2.6490 -0.2968 -0.498 -2.860 -0.599 -0.90
H 0.9164 -1.7990 -0.0148 0.669 3.174 0.691 0.45
H 0.9774 -3.1650 0.4842 0.189 -0.413 -0.099 0.47
O 1.9244 2.0540 -1.8187 -0.604 0.913 0.783 -0.99
H 1.5794 2.8320 -2.2828 -0.299 -0.068 0.115 0.52
H 2.6474 1.7870 -2.3507 1.414 -0.891 -0.772 0.52
O -1.9806 -3.1540 -0.4177 -1.431 -0.226 -0.222 -0.94
H -2.3806 -2.5250 0.1822 -0.385 -0.150 0.144 0.45
H -1.0616 -2.9690 -0.3428 1.636 0.056 -0.037 0.48
O 2.7264 -1.3500 2.1132 2.043 -1.540 1.535 -0.93
H 2.1864 -0.7530 1.6822 -1.977 1.813 -1.359 0.46
H 3.1264 -0.8320 2.8292 -0.139 -0.468 -0.069 0.48
```
Forces are in eV/Å.

Computed properties:
Lowest unoccupied orbital energy: -7.24 eV
Charge: +1
Molecular weight: 353.58 g/mol
2S+1: 1

=====

No. 2
Formula: C49H29N12Re
Source: the Open Molecules 2025 dataset
Level of theory: ωB97M-V/def2-TZVPD

Geometry as XYZ:
```
91
Properties=species:S:1:pos:R:3:forces:R:3:lowdin_charge:R:1
Re 0.2306 0.0232 -0.2572 0.028 -1.206 1.476 1.59
C -6.2024 2.4268 -1.4978 -0.019 0.053 0.016 -0.05
C -5.6417 3.6425 -1.1270 -0.046 0.017 -0.045 -0.05
C -4.2923 3.7446 -0.8057 0.165 -0.151 0.065 0.01
C -3.5389 2.5881 -0.8620 -0.785 -0.366 -0.332 -0.11
C -2.1523 2.3036 -0.5122 -0.471 -2.284 -1.116 -0.27
N -1.8571 1.0166 -0.8061 1.541 1.330 0.207 0.07
C -3.0089 0.3869 -1.2239 -0.293 -1.214 -0.066 -0.25
N -3.1684 -0.8725 -1.4605 -1.088 1.148 -0.028 0.24
C -2.1296 -1.7154 -1.5491 1.670 -0.173 -0.218 -0.29
C -2.1420 -3.1199 -1.1379 0.351 -0.526 0.122 -0.10
C -3.1125 -3.9010 -0.5418 0.115 0.170 -0.108 -0.01
C -2.7725 -5.2029 -0.2068 -0.019 -0.101 0.057 -0.06
C -1.5073 -5.7080 -0.4760 0.051 -0.048 0.020 -0.05
C -0.5243 -4.9213 -1.0676 -0.055 0.032 -0.056 0.00
C -0.8550 -3.6227 -1.3808 -0.331 0.123 -0.128 -0.07
C -0.0130 -2.4555 -1.8488 -0.139 -0.003 0.235 -0.39
N 1.8688 -1.6823 -3.3374 0.230 1.551 0.486 0.14
C 2.4640 -0.6978 -2.6523 -0.343 -0.548 -0.520 -0.18
N 1.9547 0.1917 -1.7862 -0.800 0.758 0.454 0.08
C 3.0079 0.9683 -1.3228 -1.016 -0.531 -0.049 -0.22
N 3.0099 1.8785 -0.3868 0.505 0.235 0.242 0.23
C 1.9431 2.4012 0.1731 -0.912 -0.367 -0.688 -0.23
N 0.6437 2.0793 -0.0985 0.894 -0.735 -0.257 0.01
C -0.1628 3.0424 0.4249 -1.575 -0.034 -0.729 -0.22
N -1.4364 3.1894 0.1458 1.644 1.089 1.229 0.23
C 0.6364 3.9507 1.2248 1.097 0.422 0.630 -0.08
C 0.3359 5.0272 2.0407 -0.206 -0.399 -0.359 0.02
C 1.3848 5.6440 2.7079 0.248 0.068 0.054 -0.04
C 2.7006 5.2216 2.5503 -0.157 0.175 0.137 -0.04
C 3.0189 4.1597 1.7196 -0.202 -0.354 -0.389 0.02
C 1.9736 3.5270 1.0723 -0.404 0.915 0.668 -0.09
C 4.2241 0.5966 -2.0027 0.834 -0.679 -0.872 -0.09
C 5.5190 1.0812 -1.9309 -0.610 -0.025 0.138 0.03
C 6.4637 0.4971 -2.7606 0.150 -0.268 -0.302 -0.04
C 6.1178 -0.5158 -3.6518 0.262 0.209 0.124 -0.04
C 4.8209 -1.0036 -3.7222 -0.626 -0.023 0.261 0.02
C 3.8797 -0.4534 -2.8689 1.333 0.533 0.190 -0.08
N -0.9731 -1.3715 -2.0460 -0.526 0.480 -0.327 0.11
C -4.1001 1.3613 -1.2520 -0.387 0.952 0.039 -0.10
C -5.4397 1.2642 -1.5712 0.318 -0.111 0.060 0.01
H -7.2547 2.3858 -1.7355 -0.083 -0.013 -0.016 0.11
H -6.2666 4.5233 -1.0851 -0.021 0.029 -0.027 0.11
H -3.8497 4.6905 -0.5325 0.036 0.046 0.100 0.12
H -4.0858 -3.4909 -0.3303 -0.182 0.014 0.016 0.12
H -3.4964 -5.8345 0.2831 -0.110 -0.092 0.010 0.11
H -1.2719 -6.7267 -0.2068 -0.027 -0.096 0.020 0.11
H 0.4598 -5.3195 -1.2690 0.082 -0.020 0.049 0.11
H -0.6796 5.3623 2.1656 -0.175 0.060 0.009 0.12
H 1.1776 6.4719 3.3668 -0.034 0.097 0.071 0.11
H 3.4848 5.7305 3.0870 0.088 0.068 0.072 0.11
H 4.0327 3.8209 1.5786 0.126 -0.010 0.024 0.12
H 5.7696 1.8862 -1.2593 0.039 0.079 0.088 0.12
H 7.4881 0.8341 -2.7278 0.080 0.067 -0.002 0.11
H 6.8733 -0.9274 -4.3053 0.046 -0.012 -0.007 0.12
H 4.5526 -1.7718 -4.4291 0.010 -0.149 -0.078 0.12
H -5.8780 0.3191 -1.8530 -0.024 -0.078 -0.037 0.12
C -4.6878 -0.9154 2.3301 -0.091 -0.042 -0.012 -0.08
C -4.3430 0.4161 2.1791 -0.103 0.044 0.067 -0.07
C -3.0263 0.7794 1.9614 0.263 -0.211 0.019 -0.05
C -2.0511 -0.2048 1.8311 -0.358 -0.349 0.206 -0.29
C -2.4047 -1.5477 1.9632 0.033 0.227 0.065 -0.02
C -3.7133 -1.8953 2.2344 -0.063 -0.009 0.015 -0.08
N -0.6937 0.0804 1.5539 -0.129 0.211 -1.387 -0.10
C 0.1719 0.2168 2.5879 0.893 -0.016 0.339 -0.24
C -0.1643 0.5927 3.8962 0.031 0.067 -0.032 -0.01
C 0.8114 0.6414 4.8622 -0.122 -0.028 -0.020 -0.08
C 2.1323 0.2854 4.5755 0.193 -0.067 -0.057 -0.09
C 2.4924 -0.1206 3.3120 0.018 0.019 0.012 -0.02
C 1.5287 -0.1388 2.3054 -0.659 0.433 0.792 -0.22
N 1.6666 -0.5949 1.0298 -0.911 0.588 -1.878 -0.16
N 2.4287 -1.6136 0.7337 1.203 -1.322 -0.078 0.10
C 1.9653 -2.2754 -0.3257 0.344 0.368 0.979 -0.37
C 2.8337 -3.2987 -0.8742 0.039 -0.045 -0.182 0.00
C 2.9187 -3.6728 -2.1560 0.090 -0.127 0.291 -0.03
C 2.1567 -3.1126 -3.2828 0.171 -0.691 -0.180 -0.13
C 0.7711 -2.5654 -3.1363 -0.717 -0.110 0.193 -0.07
N 0.7391 -1.9154 -0.7342 -0.515 0.977 -0.075 -0.03
H -5.7109 -1.1898 2.5320 -0.139 -0.022 0.003 0.10
H -5.1007 1.1822 2.2368 -0.106 0.096 0.067 0.11
H -2.7545 1.8220 1.8924 0.047 0.098 0.022 0.11
H -1.6409 -2.3084 1.8688 0.093 -0.003 -0.027 0.12
H -3.9723 -2.9328 2.3771 -0.048 -0.142 -0.015 0.10
H -1.1871 0.8546 4.1185 -0.102 0.013 0.083 0.11
H 0.5521 0.9492 5.8627 -0.039 0.040 0.126 0.11
H 2.8730 0.3155 5.3576 0.114 0.037 0.093 0.10
H 3.5030 -0.4076 3.0732 0.155 -0.094 0.001 0.11
H 3.5191 -3.7061 -0.1441 0.080 -0.095 -0.029 0.12
H 3.6434 -4.4269 -2.4247 0.070 -0.051 -0.019 0.11
H 2.3976 -3.5433 -4.2500 -0.101 0.044 0.053 0.15
H 0.1185 -2.6693 -3.9987 0.088 0.062 -0.049 0.17
```
Forces are in eV/Å.

Computed properties:
Lowest unoccupied orbital energy (alpha / beta): -5.21 / -5.22 eV
Charge: +1
Molecular weight: 972.06 g/mol
2S+1: 2

=====

No. 3
Formula: C3H7N4
Source: the Open Molecules 2025 dataset
Level of theory: ωB97M-V/def2-TZVPD

Geometry as XYZ:
```
14
Properties=species:S:1:pos:R:3:forces:R:3:nbo_charge:R:1
C 0.2649 -0.4743 -1.3053 0.712 -0.557 0.792 0.30
C -0.1885 0.0952 0.7768 -2.883 4.174 -0.704 -0.25
C 0.6295 1.2464 0.1359 3.060 -1.966 1.363 -0.22
N -1.7046 -3.3501 0.2945 4.393 0.215 -0.804 -0.11
N -0.6298 -3.2820 -0.0393 -3.225 0.753 0.557 0.43
N -0.3650 -0.8664 -0.2390 -1.096 -1.324 -2.053 -0.53
N 1.0247 0.6430 -1.0788 -1.569 -2.272 -2.323 -0.58
H 0.2294 -1.0835 -2.2512 0.412 0.979 1.026 0.22
H 0.2887 -0.2504 1.5930 1.401 -1.507 2.948 0.20
H -1.1735 0.6547 1.1073 1.549 -1.734 -0.443 0.21
H 0.0496 2.0423 -0.1038 -1.628 2.727 -0.094 0.20
H 1.5741 1.4950 0.6691 -1.003 0.285 0.123 0.22
H -2.2670 -3.8475 0.9592 -1.274 -0.553 0.400 0.50
H 1.8153 0.8005 -1.6273 1.151 0.780 -0.788 0.42
```
Forces are in eV/Å.

Computed properties:
Lowest unoccupied orbital energy: -6.94 eV
Charge: +1
Molecular weight: 99.12 g/mol
2S+1: 1

=====

No. 4
Formula: CH5BO
Source: the Open Molecules 2025 dataset
Level of theory: ωB97M-V/def2-TZVPD

Geometry as XYZ:
```
8
Properties=species:S:1:pos:R:3:forces:R:3:nbo_charge:R:1
B -1.4100 0.2455 -0.1149 1.142 -2.505 -3.201 0.84
C 0.8902 0.3688 -0.1256 1.652 0.278 -2.751 -0.29
O -0.3590 0.9300 0.1802 -0.867 0.111 1.358 -0.71
H -0.8191 -1.0479 -1.5463 -1.177 1.617 2.022 -0.35
H -2.5214 0.1409 0.0759 -1.221 0.425 0.563 -0.11
H 1.3082 1.0907 -0.8952 0.274 -0.725 1.290 0.19
H 0.6867 -0.5513 -0.7438 0.477 0.581 1.041 0.23
H 1.5108 0.2149 0.7653 -0.281 0.217 -0.322 0.20
```
Forces are in eV/Å.

Computed properties:
Lowest unoccupied orbital energy: 0.75 eV
Molecular weight: 43.86 g/mol
2S+1: 1

=====

No. 5
Formula: CH2N2OS
Source: the Open Molecules 2025 dataset
Level of theory: ωB97M-V/def2-TZVPD

Geometry as XYZ:
```
7
Properties=species:S:1:pos:R:3:forces:R:3:nbo_charge:R:1
C -0.9308 0.3656 0.4471 -1.236 4.692 3.719 0.20
N 0.8335 -1.0977 -0.5999 3.208 -4.566 -1.654 -0.12
N -0.9221 1.2703 1.3854 -1.367 -5.278 -5.299 -0.66
O 1.3557 -1.3990 -1.6791 -0.314 -0.447 0.437 -0.35
S -1.2028 -0.6134 -0.7566 -2.778 0.985 1.008 0.26
H 0.9581 -0.1513 -0.5575 0.965 4.080 1.084 0.27
H -0.0916 1.6256 1.7606 1.522 0.534 0.705 0.40
```
Forces are in eV/Å.

Computed properties:
Lowest unoccupied orbital energy (alpha / beta): -1.16 / -1.16 eV
Molecular weight: 90.11 g/mol
2S+1: 1

=====

No. 6
Formula: C2H2O3
Source: the Open Molecules 2025 dataset
Level of theory: ωB97M-V/def2-TZVPD

Geometry as XYZ:
```
7
Properties=species:S:1:pos:R:3:forces:R:3:nbo_charge:R:1
C -0.1248 -0.0255 -0.6888 0.831 3.176 1.918 0.46
C 1.1684 -0.4442 -2.5117 0.134 -0.781 -1.205 0.47
O 0.5347 -1.1613 -3.1288 0.538 0.566 0.287 -0.52
O -0.7733 -1.0919 -0.5812 0.329 -2.923 2.922 -0.64
O 0.5074 0.2299 0.5408 -1.920 -3.708 -1.483 -0.75
H -0.5221 -1.5150 0.3624 -0.991 0.805 -2.206 0.47
H 0.7785 1.1000 0.6007 1.079 2.864 -0.233 0.50
```
Forces are in eV/Å.

Computed properties:
Lowest unoccupied orbital energy: 0.56 eV
Molecular weight: 74.03 g/mol
2S+1: 1

=====

No. 7
Formula: C4H8P2
Source: the Open Molecules 2025 dataset
Level of theory: ωB97M-V/def2-TZVPD

Geometry as XYZ:
```
14
Properties=species:S:1:pos:R:3:forces:R:3:nbo_charge:R:1
C 2.7185 -0.9791 0.7312 0.730 2.244 0.293 -0.67
C 1.5406 -0.1055 0.6802 -1.064 -0.150 0.443 -0.11
C 0.5937 -0.3207 -0.2990 -1.609 2.128 0.292 -0.33
C -0.5930 0.4973 -0.3250 -2.621 -3.647 -3.825 -0.32
P -2.2374 -0.1504 -1.5249 3.207 1.738 2.244 0.18
P -3.4940 1.6350 -1.0442 -1.292 -1.498 0.265 -0.05
H 2.5302 -1.9440 0.4354 -0.359 -2.071 -2.030 0.22
H 2.9378 -1.2156 1.7425 1.047 0.671 1.196 0.22
H 3.4750 -0.3838 0.1668 0.287 -1.187 0.627 0.23
H 1.5032 0.6471 1.5636 -0.595 -1.061 -2.046 0.21
H 0.6157 -1.0117 -1.1886 0.711 0.408 1.438 0.23
H -0.9845 1.1493 0.3809 0.107 1.364 1.429 0.17
H -4.7210 0.9927 -1.6204 1.151 0.713 0.482 0.01
H -3.8847 1.1894 0.3017 0.300 0.347 -0.810 0.00
```
Forces are in eV/Å.

Computed properties:
Lowest unoccupied orbital energy (alpha / beta): -0.84 / -0.27 eV
Molecular weight: 118.06 g/mol
2S+1: 1

=====

No. 8
Formula: C4H9NO
Source: the Open Molecules 2025 dataset
Level of theory: ωB97M-V/def2-TZVPD

Geometry as XYZ:
```
15
Properties=species:S:1:pos:R:3:forces:R:3:nbo_charge:R:1
C 2.4174 -0.5413 0.0451 0.067 -0.115 0.079 -0.64
C 1.4865 0.5282 0.5534 0.453 0.034 0.275 -0.07
C -0.3110 0.4396 -0.6935 -0.570 0.276 -0.111 0.26
O 0.1286 0.0394 0.5090 -0.047 0.603 -0.681 -0.54
N -1.6259 0.3782 -0.7992 0.189 -0.063 -0.427 -0.61
C -2.6289 -0.2329 0.0522 -0.096 -0.124 0.170 -0.44
H 2.1870 -0.7632 -1.0044 0.030 0.090 0.228 0.22
H 3.4582 -0.2147 0.1182 -0.068 -0.094 0.021 0.21
H 2.2690 -1.4494 0.6328 0.180 -0.026 -0.064 0.21
H 1.6548 0.8264 1.5868 0.191 -0.178 0.091 0.18
H 1.5482 1.4189 -0.0839 -0.007 -0.217 0.315 0.20
H -1.9128 0.7416 -1.6904 -0.329 -0.175 -0.014 0.40
H -2.5411 -1.3219 0.0009 -0.112 0.096 0.114 0.20
H -2.5193 0.0843 1.0920 0.035 -0.016 -0.155 0.21
H -3.6109 0.0669 -0.3190 0.083 -0.091 0.158 0.21
```
Forces are in eV/Å.

Computed properties:
Lowest unoccupied orbital energy: 1.03 eV
Molecular weight: 87.12 g/mol
2S+1: 1

=====

The calculation returns the following ΔE to the lowest compared entry with this formula, charge and spin values, one per record and in order: 74.2, 19.4, 102.8, 91.9, 76.3, 59.5, 85.6, 62.2 kcal/mol.